{
  "formula": "C32H35BrF4N4O4PSe2Sn",
  "method": "wB97M-V/def2-TZVPD",
  "total_energy_ev": -274618.637,
  "e_homo_ev": -10.2,
  "largest_force_ev_per_a": 0.5,
  "gap_ev": 7.855,
  "de_lowest_ev": 0.247,
  "charge": 1,
  "elements": ["Sn", "Br", "Se", "Se", "P", "F", "F", "F", "F", "O", "O", "O", "O", "N", "N", "N", "N", "C", "C", "C", "C", "C", "C", "C", "C", "C", "C", "C", "C", "C", "C", "C", "C", "C", "C", "C", "C", "C", "C", "C", "C", "C", "C", "C", "C", "C", "C", "C", "C", "H", "H", "H", "H", "H", "H", "H", "H", "H", "H", "H", "H", "H", "H", "H", "H", "H", "H", "H", "H", "H", "H", "H", "H", "H", "H", "H", "H", "H", "H", "H", "H", "H", "H", "H"],
  "positions_angstrom": [[0.103232, 0.476137, -0.480020], [2.602940, 2.212030, 0.433694], [1.736587, -1.306135, -1.510297], [-1.914082, -2.026556, -0.343882], [1.045138, -0.163817, 2.256576], [5.210877, 2.870708, 1.624754], [5.201538, 0.054730, 5.350244], [2.820898, -0.870690, 4.697384], [6.422373, 1.929230, 3.827698], [-2.225158, 4.099673, 0.693704], [-0.993173, -3.468159, -4.829608], [-3.221664, -0.898582, -1.038719], [-0.068743, -3.684083, -0.114195], [0.758876, 1.966881, -2.569107], [-2.510550, 2.826450, 0.267996], [-2.888647, 0.378927, -0.678023], [1.230981, 1.407047, -3.701296], [-3.437457, 2.671915, -0.597415], [-4.277495, 3.770625, -1.192470], [2.710987, 0.468183, 2.741594], [-1.801413, -3.043669, -2.006354], [-0.167556, 0.000540, 4.829158], [2.314735, -4.057137, 2.413544], [-0.369163, -3.340131, -2.451599], [0.407159, 4.264090, -1.725552], [1.140775, -1.957067, 2.569389], [1.333556, 3.547705, -4.058086], [1.598543, 2.318546, -4.621244], [4.605557, 1.935324, 2.348962], [-5.025250, 0.963400, -1.732847], [3.364189, 1.445203, 1.984385], [0.392726, -2.029974, -2.781989], [-0.789699, 1.645976, 3.174488], [-1.760432, 1.724516, 5.369404], [4.614589, 0.506401, 4.254673], [-1.022000, 0.604957, 5.738015], [-0.010235, -2.640433, 2.961153], [5.239699, 1.462316, 3.480638], [-1.647303, 2.241950, 4.088241], [2.181305, 1.947340, -5.944781], [0.281592, -4.216084, -1.384124], [-3.748489, 1.260458, -1.001865], [-0.041184, 0.527971, 3.542177], [0.012964, -4.021797, 3.113529], [2.294859, -2.677661, 2.268503], [0.817565, 3.278528, -2.774572], [1.177692, -4.731170, 2.846698], [-0.417070, -4.174006, -3.743075], [3.371530, 0.031510, 3.885898], [0.271018, -4.225081, 0.611462], [-0.925695, -2.094834, 3.158199], [3.182691, -2.162855, 1.919793], [-5.881795, 1.422757, -1.238233], [-5.181893, -0.108689, -1.788455], [-0.720075, 2.047726, 2.169511], [0.608272, -4.409208, -4.033999], [-1.111177, 0.198240, 6.737932], [1.638221, 1.118088, -6.399341], [-2.817081, 4.743022, 0.281194], [-0.329093, -1.234821, -2.974535], [0.391811, -0.877122, 5.119933], [-4.410669, 3.607523, -2.261161], [-0.937802, -5.119043, -3.555439], [-2.428464, 2.189704, 6.083850], [1.200307, -5.807173, 2.973312], [-2.330058, -2.423360, -2.728077], [1.287143, 4.767579, -1.317441], [-0.114795, 3.769683, -0.904761], [-4.975954, 1.357170, -2.750741], [1.379498, 0.410342, -3.722596], [1.494466, 4.517286, -4.506899], [3.221604, -4.606323, 2.191660], [-3.835131, 4.758669, -1.076481], [-2.352603, -3.970225, -1.845926], [-0.881034, -4.541098, 3.436714], [2.139744, 2.801382, -6.616753], [3.226729, 1.651963, -5.838585], [1.366449, -4.237458, -1.515473], [-1.946039, -3.590099, -4.829834], [-5.266133, 3.788663, -0.728947], [-2.231912, 3.104881, 3.792898], [-0.239097, 5.030839, -2.153270], [0.959762, -2.174393, -3.699006], [-0.107913, -5.235849, -1.471883]],
  "atomic_forces_ev_per_a": [[-0.2, 0.1, 0.0], [0.0, 0.0, -0.1], [0.0, -0.1, 0.0], [-0.1, 0.0, -0.1], [0.3, -0.1, 0.3], [0.0, 0.0, 0.0], [0.1, 0.0, 0.1], [-0.1, -0.1, 0.0], [0.2, 0.1, 0.0], [0.2, 0.0, 0.2], [0.1, 0.0, 0.1], [0.0, -0.5, 0.0], [0.0, 0.0, 0.0], [0.1, 0.0, 0.0], [-0.1, -0.1, -0.1], [0.1, 0.4, 0.0], [0.1, -0.1, -0.1], [-0.1, -0.1, 0.0], [0.0, -0.1, 0.0], [0.0, -0.1, -0.1], [0.1, 0.0, 0.1], [0.0, 0.1, 0.0], [0.0, 0.0, 0.0], [0.0, 0.2, 0.1], [0.1, -0.2, 0.0], [-0.1, 0.0, -0.1], [0.0, 0.1, 0.1], [0.0, 0.0, 0.0], [-0.1, 0.1, -0.2], [0.1, 0.0, 0.0], [0.0, -0.1, 0.1], [0.0, 0.0, 0.2], [0.0, 0.0, 0.0], [0.0, 0.0, 0.0], [0.1, 0.0, 0.0], [0.0, 0.0, 0.0], [0.0, 0.0, 0.0], [0.0, 0.0, 0.0], [0.0, 0.1, 0.0], [0.0, 0.0, 0.1], [0.1, 0.0, 0.0], [-0.1, 0.2, 0.0], [-0.1, -0.1, -0.2], [0.0, 0.1, 0.0], [0.0, 0.0, 0.0], [0.0, 0.2, -0.1], [0.0, 0.0, 0.0], [-0.1, 0.0, 0.0], [-0.2, 0.0, -0.1], [0.0, 0.1, 0.0], [0.0, 0.0, 0.0], [0.0, 0.0, 0.0], [0.0, 0.0, 0.0], [0.0, 0.0, 0.0], [0.0, 0.0, 0.0], [0.0, -0.1, 0.0], [0.0, 0.0, 0.0], [0.0, 0.0, 0.0], [-0.1, 0.0, 0.0], [-0.1, 0.0, -0.1], [0.0, 0.0, 0.0], [0.0, 0.0, 0.0], [0.0, 0.0, -0.1], [0.0, 0.0, 0.0], [0.0, 0.0, 0.0], [0.0, 0.0, 0.0], [-0.1, 0.0, 0.0], [0.0, 0.1, 0.0], [0.0, 0.0, 0.0], [0.1, 0.0, 0.1], [0.0, -0.1, 0.0], [0.0, 0.0, 0.0], [-0.1, 0.0, -0.1], [0.0, 0.0, 0.0], [0.0, 0.0, 0.0], [0.0, 0.0, 0.0], [0.0, 0.0, 0.0], [0.0, 0.0, 0.0], [0.0, 0.0, 0.0], [0.0, 0.0, 0.0], [0.0, 0.0, 0.0], [0.0, 0.0, 0.1], [0.0, 0.0, 0.0], [0.0, 0.0, 0.0]]
}